This record from the OMol25 dataset describes an isolated molecule of C11H13ClN2O2 at a distorted geometry. The level of theory is ωB97M-V/def2-TZVPD.

The value obtained for the relative energy (zero: lowest compared OMol25 entry of this formula, charge and spin) is 274.5 kcal per mole. Its HOMO energy is -8.29 eV. The largest force on an atom comes out at 0.381 hartree/bohr. The structure (SMILES) is O=C(c1ccc(Cl)o1)N1C[C@H]2CNC[C@H]2C1. As for the total energy: -31204.285 eV. For the HOMO-LUMO gap, the calculation gives 8.0606 eV.

Element x y z (Å)
O -0.287 2.600 -0.053
C -0.538 1.433 -0.316
C -2.189 1.148 0.199
C -2.976 1.926 0.803
C -4.239 1.129 0.969
C -3.925 0.099 -0.136
Cl -4.907 -1.592 -0.240
O -2.580 -0.084 -0.363
N 0.295 0.606 -0.859
C 1.477 0.846 -1.348
C 2.375 -0.493 -0.861
C 2.894 0.113 0.678
N 1.927 -0.563 1.517
C 1.440 -1.762 0.851
C 1.303 -1.566 -0.490
C 0.041 -0.948 -0.968
H -2.854 2.738 1.283
H -5.058 1.520 1.232
H 1.685 1.785 -0.641
H 1.570 0.805 -2.258
H 3.153 -0.448 -1.438
H 3.759 -0.588 0.667
H 3.157 0.902 0.938
H 1.276 0.049 1.717
H 2.293 -2.478 1.071
H 0.483 -2.038 1.532
H 1.511 -2.488 -0.966
H -0.785 -1.466 -0.452
H -0.300 -1.186 -2.069

natural (NBO) population analysis, charges in e, atoms 1 to 4: atom 1 (O): -0.65, atom 2 (C): 0.68, atom 3 (C): 0.26, atom 4 (C): -0.29

***

This record from the OMol25 dataset describes the ion C2H7N2 with charge +1 at a distorted geometry. The level of theory is ωB97M-V/def2-TZVPD.

The value obtained for the relative energy (zero: lowest compared OMol25 entry of this formula, charge and spin) is 5.6 kcal per mole. Its HOMO energy is -15.61 eV. The largest force on an atom comes out at 0.039 hartree/bohr. The structure (SMILES) is C/[NH+]=C/N. As for the total energy: -5161.223 eV. For the HOMO-LUMO gap, the calculation gives 11.5742 eV. As for the charge: +1.

Element x y z (Å)
C 1.281 1.253 0.485
N 0.068 0.511 0.260
C -0.103 -0.682 -0.274
N -1.318 -1.157 -0.504
H 1.400 2.002 -0.299
H 1.242 1.778 1.432
H 2.154 0.615 0.445
H -0.812 1.005 0.236
H 0.762 -1.297 -0.494
H -2.153 -0.867 -0.041
H -1.310 -2.063 -0.937

natural (NBO) population analysis, charges in e, atoms 1 to 4: atom 1 (C): -0.42, atom 2 (N): -0.48, atom 3 (C): 0.40, atom 4 (N): -0.72

***

Question: Which of these has the highest relative energy (zero: lowest compared OMol25 entry of this formula, charge and spin)?
Answer: C11H13ClN2O2